1.
{"formula": "C38H29BrCeIN6O2S2", "method": "ωB97M-V/def2-TZVPD", "s_squared": 0.75, "charge": 2, "spin_multiplicity": 2, "orbital_gap_ev": [6.590, 6.588], "elements": ["Ce", "N", "C", "C", "C", "C", "C", "C", "S", "N", "C", "C", "C", "C", "C", "C", "N", "H", "H", "H", "H", "H", "H", "H", "H", "H", "S", "C", "C", "C", "C", "C", "C", "N", "C", "C", "C", "C", "C", "C", "C", "H", "H", "H", "H", "H", "H", "H", "H", "O", "C", "N", "C", "O", "C", "C", "C", "C", "N", "C", "H", "H", "H", "H", "H", "H", "H", "H", "Br", "C", "C", "C", "C", "C", "C", "I", "H", "H", "H", "H"], "coordinates": [[-0.605, 0.072, -0.832], [2.975, 2.478, -2.255], [3.715, 1.646, -3.090], [5.046, 1.912, -3.334], [5.922, 0.889, -3.662], [5.370, -0.365, -4.027], [3.992, -0.664, -3.748], [3.142, 0.422, -3.513], [1.420, 0.215, -3.621], [1.035, 1.137, -2.257], [1.724, 2.246, -1.878], [1.146, 3.034, -0.768], [1.790, 4.043, -0.080], [1.186, 4.584, 1.064], [-0.057, 4.080, 1.466], [-0.655, 3.059, 0.732], [-0.017, 2.485, -0.310], [3.407, 3.380, -1.904], [5.393, 2.921, -3.008], [7.002, 0.995, -3.605], [6.027, -1.141, -4.443], [3.580, -1.654, -3.684], [2.708, 4.479, -0.546], [1.746, 5.301, 1.663], [-0.486, 4.411, 2.372], [-1.674, 2.645, 0.863], [-2.326, -1.199, 3.648], [-0.678, -0.680, 3.868], [0.068, -0.686, 5.056], [1.224, 0.105, 5.074], [1.653, 0.796, 3.978], [1.036, 0.678, 2.747], [-0.150, -0.080, 2.681], [-1.029, -0.174, 1.603], [-2.068, -0.941, 1.974], [-2.923, -1.527, 0.971], [-4.002, -2.337, 1.319], [-4.779, -2.951, 0.326], [-4.454, -2.711, -1.003], [-3.321, -1.931, -1.374], [-2.614, -1.282, -0.409], [-0.217, -1.344, 5.883], [1.810, 0.200, 5.981], [2.560, 1.461, 4.117], [1.409, 1.308, 1.934], [-4.193, -2.399, 2.414], [-5.635, -3.529, 0.603], [-4.954, -3.208, -1.842], [-3.186, -1.731, -2.434], [4.982, -3.504, 3.734], [4.107, -4.522, 3.756], [3.061, -4.408, 2.641], [2.783, -3.174, 2.191], [3.192, -2.071, 2.599], [1.888, -3.194, 0.992], [1.388, -4.395, 0.349], [0.818, -4.293, -0.920], [0.648, -3.046, -1.485], [0.951, -1.958, -0.792], [1.632, -1.995, 0.382], [4.506, -2.718, 3.220], [3.517, -4.606, 4.715], [4.692, -5.492, 3.626], [2.709, -5.243, 2.165], [1.309, -5.360, 0.892], [0.553, -5.231, -1.433], [0.333, -3.021, -2.576], [2.096, -1.067, 0.698], [-3.610, 5.433, -2.255], [-5.078, 4.203, -2.506], [-6.337, 4.740, -2.873], [-7.471, 3.942, -2.875], [-7.394, 2.646, -2.353], [-6.149, 2.107, -2.013], [-4.987, 2.854, -2.164], [-3.022, 1.759, -2.078], [-6.341, 5.801, -3.168], [-8.461, 4.298, -3.292], [-8.253, 2.018, -2.232], [-6.126, 1.051, -1.658]], "forces_ev_per_angstrom": [[-0.17, -0.68, 0.47], [-0.17, 3.06, 0.01], [0.03, -1.15, -1.22], [0.41, 1.05, 1.91], [-0.83, -1.32, -1.28], [-0.19, -0.21, 1.19], [1.21, 1.96, -0.94], [1.51, -0.85, 0.88], [0.08, 0.34, 0.07], [0.56, 2.93, 0.69], [-0.74, -2.80, -0.69], [-0.94, -1.17, 1.24], [0.35, 0.92, -1.02], [0.06, -0.84, -0.11], [0.84, -0.20, -0.59], [0.25, -0.48, -1.09], [0.16, 1.47, 0.22], [-0.49, -1.79, -0.82], [0.04, -0.96, -0.27], [-0.25, 0.28, -0.51], [-0.29, 0.23, 0.62], [0.03, -0.34, -0.75], [-0.79, -0.29, 0.99], [-0.40, 0.03, -0.17], [-0.61, 0.48, 0.68], [0.76, 0.45, 0.60], [1.21, -0.47, -0.34], [1.29, 0.76, 0.35], [0.14, 0.12, -0.53], [-0.65, -1.08, 1.34], [1.68, 1.30, -0.60], [-0.59, 0.21, 0.05], [-0.45, 0.80, 1.25], [-0.09, -1.54, 0.80], [-0.27, 0.98, -1.23], [-0.88, -0.26, -1.59], [0.11, 0.34, 0.73], [0.52, 0.89, 0.11], [0.93, -0.53, -0.92], [-2.15, -0.47, 0.52], [1.32, 0.47, 1.10], [0.00, 0.66, -0.09], [-0.14, -0.22, 0.02], [-1.18, -0.92, -0.43], [-0.23, -0.48, -0.07], [-0.34, -0.52, -0.99], [-0.27, -0.32, 0.01], [-0.31, 0.13, 0.60], [0.20, -0.15, -0.02], [-0.18, 2.53, -1.57], [-1.00, -2.44, 0.45], [1.43, 0.68, 1.14], [-0.86, -0.52, -0.64], [-0.20, -1.18, -0.16], [-0.50, -1.50, -0.80], [-0.48, 1.32, 0.79], [0.48, -1.43, 0.79], [-0.02, -0.63, -0.89], [0.38, 1.23, -0.50], [-0.30, -0.67, -1.47], [1.25, -1.41, 1.80], [0.49, 0.17, -0.75], [-1.02, 0.95, -0.02], [0.43, 0.77, 0.42], [0.49, 0.68, -0.62], [-0.03, 0.74, 0.13], [0.02, 0.62, 1.63], [-0.37, -0.06, 0.44], [-0.58, -0.70, -0.36], [0.07, 0.37, 0.34], [1.00, 0.23, -0.09], [-1.13, -0.15, -0.26], [1.04, 0.51, -0.14], [-0.02, -1.18, 0.14], [0.16, -0.10, -0.06], [-1.78, 1.39, -0.34], [-0.21, -0.67, 0.15], [1.39, -0.21, 0.74], [-0.38, -0.10, -0.09], [0.18, 0.97, -0.38]]}



2.
{"formula": "C50H90N12O2", "method": "ωB97M-V/def2-TZVPD", "charge": 0, "spin_multiplicity": 1, "orbital_gap_ev": 5.245, "elements": ["C", "C", "C", "C", "N", "H", "H", "H", "H", "H", "H", "H", "C", "C", "C", "C", "N", "H", "H", "H", "H", "H", "H", "H", "C", "C", "C", "C", "N", "H", "H", "H", "H", "H", "H", "H", "C", "C", "C", "C", "N", "H", "H", "H", "H", "H", "H", "H", "C", "C", "C", "C", "N", "H", "H", "H", "H", "H", "H", "H", "C", "C", "C", "C", "N", "H", "H", "H", "H", "H", "H", "H", "C", "C", "C", "C", "N", "H", "H", "H", "H", "H", "H", "H", "C", "C", "C", "C", "N", "H", "H", "H", "H", "H", "H", "H", "C", "C", "C", "C", "N", "H", "H", "H", "H", "H", "H", "H", "C", "C", "C", "C", "N", "H", "H", "H", "H", "H", "H", "H", "C", "O", "C", "C", "N", "C", "C", "O", "C", "H", "H", "H", "H", "H", "H", "H", "H", "H", "H", "H", "H", "H", "H", "H", "N", "C", "C", "C", "C", "H", "H", "H", "H", "H"], "coordinates": [[3.059, -1.015, 1.737], [2.286, -2.323, 1.757], [2.826, -3.330, 2.852], [3.019, -2.751, 4.197], [3.223, -2.257, 5.229], [2.802, -0.401, 0.874], [4.134, -1.190, 1.788], [2.835, -0.394, 2.603], [2.366, -2.844, 0.803], [1.258, -2.058, 2.002], [3.805, -3.656, 2.501], [2.229, -4.232, 2.985], [-4.457, 0.731, 1.506], [-3.096, 0.935, 0.834], [-1.989, 1.465, 1.803], [-2.338, 2.783, 2.350], [-2.754, 3.801, 2.737], [-5.020, 1.663, 1.453], [-4.385, 0.447, 2.556], [-5.124, 0.035, 0.998], [-3.146, 1.697, 0.056], [-2.710, 0.109, 0.237], [-1.034, 1.679, 1.324], [-1.829, 0.846, 2.686], [3.132, 1.739, -3.698], [2.164, 2.915, -3.469], [0.949, 2.622, -2.635], [1.113, 2.418, -1.187], [1.163, 2.203, -0.046], [4.016, 1.925, -4.308], [2.557, 1.002, -4.258], [3.361, 1.314, -2.720], [1.889, 3.376, -4.417], [2.709, 3.731, -2.994], [0.325, 1.839, -3.065], [0.338, 3.520, -2.721], [4.478, -2.161, -0.255], [4.567, -0.786, -0.962], [3.389, 0.096, -0.941], [2.193, -0.305, -1.773], [1.270, -0.648, -2.398], [5.275, -2.858, -0.512], [3.501, -2.625, -0.388], [4.626, -1.944, 0.802], [4.806, -0.911, -2.018], [5.465, -0.227, -0.696], [3.612, 1.082, -1.348], [3.036, 0.210, 0.084], [-4.052, -1.211, 0.205], [-4.196, -2.737, 0.258], [-2.773, -3.381, -0.164], [-2.825, -4.830, -0.289], [-2.807, -5.979, -0.375], [-3.691, -0.879, -0.768], [-3.333, -0.808, 0.919], [-4.969, -0.651, 0.388], [-4.903, -3.096, -0.490], [-4.549, -3.132, 1.211], [-2.053, -3.171, 0.627], [-2.327, -3.117, -1.123], [-1.195, -1.087, -0.015], [-0.126, 0.054, -0.278], [0.970, 0.140, 0.847], [0.361, 0.477, 2.165], [-0.149, 0.751, 3.164], [-2.172, -0.691, -0.293], [-1.255, -1.330, 1.046], [-0.929, -2.006, -0.537], [-0.649, 0.986, -0.492], [0.413, -0.100, -1.213], [1.704, 0.910, 0.613], [1.523, -0.791, 0.972], [3.369, 0.430, 5.801], [1.876, 0.608, 5.454], [1.448, 0.261, 3.953], [2.103, 1.008, 2.870], [2.595, 1.561, 2.001], [3.977, 1.008, 5.104], [3.577, -0.640, 5.824], [3.542, 0.747, 6.829], [1.526, 1.607, 5.711], [1.335, -0.057, 6.127], [0.382, 0.487, 3.987], [1.553, -0.808, 3.767], [0.411, 2.827, 2.830], [1.214, 3.180, 1.579], [0.492, 4.159, 0.603], [-0.728, 3.610, -0.071], [-1.705, 3.212, -0.564], [-0.508, 2.285, 2.605], [0.198, 3.655, 3.506], [0.957, 2.087, 3.417], [1.449, 2.223, 1.114], [2.221, 3.580, 1.706], [1.067, 4.517, -0.251], [0.137, 5.058, 1.107], [1.255, -2.655, -1.139], [0.673, -4.065, -1.190], [0.853, -4.779, 0.160], [0.298, -4.021, 1.280], [-0.171, -3.387, 2.165], [0.828, -2.021, -0.361], [1.205, -2.132, -2.094], [2.323, -2.763, -0.950], [1.145, -4.611, -2.007], [-0.350, -3.872, -1.514], [1.905, -4.985, 0.360], [0.416, -5.778, 0.150], [-2.390, -1.342, 2.863], [-1.546, -1.071, 4.122], [-0.099, -1.573, 4.124], [0.017, -3.082, 4.283], [0.092, -4.213, 4.479], [-2.194, -2.346, 2.484], [-2.241, -0.672, 2.016], [-3.445, -1.143, 3.051], [-2.147, -1.546, 4.896], [-1.590, -0.030, 4.443], [0.423, -1.098, 4.955], [0.406, -1.278, 3.205], [-2.573, 4.694, -7.117], [-1.329, 4.524, -6.475], [-1.037, 5.190, -5.251], [-1.817, 4.740, -4.018], [-1.188, 3.555, -3.461], [-1.973, 3.088, -2.281], [-1.366, 1.767, -1.772], [-1.592, 0.795, -2.809], [-0.914, -0.445, -2.501], [-2.611, 4.511, -8.191], [-2.708, 5.773, -7.044], [-3.462, 4.248, -6.671], [-1.285, 6.243, -5.384], [0.045, 5.108, -5.142], [-2.850, 4.632, -4.348], [-1.725, 5.554, -3.299], [-1.081, 2.738, -4.046], [-2.999, 2.907, -2.602], [-2.027, 3.806, -1.462], [-1.911, 1.424, -0.893], [-0.352, 1.905, -1.395], [-1.274, -1.095, -3.299], [-1.228, -0.825, -1.529], [0.173, -0.367, -2.514], [-0.111, -2.978, -3.466], [-1.128, -3.867, -3.434], [-2.185, -3.272, -2.753], [-1.692, -2.060, -2.273], [-0.400, -1.849, -2.763], [0.689, -3.067, -4.077], [-1.084, -4.812, -3.955], [-3.118, -3.776, -2.550], [-2.285, -1.468, -1.591], [0.331, -1.055, -2.754]], "forces_ev_per_angstrom": [[2.10, -1.43, 1.97], [1.15, -0.29, 1.96], [0.27, 0.60, -0.35], [0.43, 0.69, 0.81], [-0.61, -2.15, -1.75], [1.43, -2.23, 2.83], [-0.46, 0.69, 0.74], [0.93, -2.02, -0.90], [-0.47, 0.16, 0.84], [0.72, -0.56, -0.43], [0.22, -0.05, 0.15], [-0.23, 0.18, -0.17], [-1.04, 3.24, 1.27], [0.54, 3.06, 0.22], [-2.69, 1.35, -0.65], [-2.35, 1.79, 0.26], [0.85, -1.58, -0.49], [0.28, 0.49, 0.49], [0.02, 0.07, -0.06], [-0.19, 3.65, 3.14], [-0.80, 0.40, 0.45], [-0.34, 3.00, 1.68], [-1.02, -0.70, -0.53], [-0.81, 0.39, -0.83], [-1.19, -0.02, -0.29], [1.90, 0.54, -0.06], [1.90, 0.68, 0.21], [2.19, -0.09, -1.23], [0.13, -3.85, -13.00], [0.04, 0.42, 0.33], [0.10, -0.36, 0.04], [0.36, 0.38, -1.33], [-0.45, -0.31, -0.15], [0.18, 0.10, 0.26], [0.62, -0.13, 0.08], [0.11, -0.14, 0.09], [1.07, 0.55, 0.14], [1.60, -1.50, -1.62], [-1.96, 0.83, -0.87], [1.80, 0.04, -0.06], [15.04, 5.64, -0.79], [-0.04, 0.15, -0.59], [1.41, 0.21, 0.07], [0.31, -1.05, -1.08], [-0.10, -0.52, -0.34], [-0.16, 0.12, 0.82], [0.33, -0.12, 0.93], [0.76, 1.58, -2.18], [-1.07, -4.43, -1.16], [1.55, -0.29, -1.76], [-1.85, -1.02, 2.61], [-0.12, -0.50, 0.65], [-0.03, 0.16, -0.13], [-0.54, -0.34, -0.34], [-1.83, -2.66, -0.24], [0.87, -4.16, -3.03], [-0.22, 0.11, -0.06], [0.30, 0.16, 0.15], [-0.21, -0.22, -0.04], [-0.68, 0.28, 1.53], [3.08, 1.26, 2.11], [0.90, -1.23, 3.08], [-4.58, -1.75, -0.21], [-1.79, -2.38, -6.04], [-7.28, -0.85, -9.33], [1.70, -1.69, -0.54], [0.46, 0.06, -0.66], [-0.19, 0.46, 0.84], [1.04, -1.97, 2.37], [-1.29, 0.78, 3.49], [-0.76, -1.76, 0.16], [-2.38, 0.72, -0.65], [-0.72, 0.32, 0.47], [1.49, -0.51, -0.67], [10.45, 0.22, 7.78], [1.20, 0.33, 4.32], [4.44, 0.02, 0.62], [0.27, -0.15, 0.11], [0.41, 0.99, -0.32], [0.14, 0.46, 0.00], [-0.01, 0.23, -0.30], [-0.26, -0.16, -0.08], [2.49, -1.04, 6.37], [1.05, 1.67, 0.20], [0.22, 3.88, 0.71], [-1.53, 5.65, 5.16], [-1.75, 1.17, -0.03], [1.48, 1.52, 2.59], [0.70, 1.01, 14.22], [1.29, 2.85, 0.33], [-0.14, 0.38, -0.07], [0.06, 2.66, 0.27], [0.01, 2.06, 3.35], [-0.31, 0.60, 0.65], [0.87, 0.19, 0.56], [-0.02, 0.05, 0.39], [1.54, -2.25, 0.24], [0.04, 1.26, 0.61], [-0.21, -0.56, -0.32], [-2.38, 1.46, 2.76], [0.81, -2.85, -5.85], [0.20, -0.41, -0.31], [0.61, -2.99, 1.95], [-0.75, 0.16, -0.40], [0.03, -0.26, 0.28], [-0.09, -1.12, 0.84], [0.25, 0.26, 0.04], [-0.40, 0.04, 0.05], [0.10, 0.31, 0.17], [-1.64, -0.73, 0.37], [-1.81, -3.12, 0.87], [-0.39, 1.31, 1.41], [0.20, 0.13, 0.91], [-0.47, -0.04, 0.35], [0.57, -0.45, 1.23], [0.03, -0.71, 0.49], [0.46, -0.45, 0.40], [-0.05, -0.16, -0.18], [-0.56, -1.04, 0.21], [-1.42, -1.45, 0.35], [-0.26, 2.23, 0.74], [0.64, -1.94, -0.29], [-1.01, 0.68, -0.75], [1.33, -0.55, -1.41], [-2.63, 1.00, 0.85], [0.16, -1.67, -8.04], [-3.50, -0.81, -2.92], [0.85, 2.10, 0.28], [-3.99, 13.01, -1.85], [0.85, -0.62, 0.16], [-0.74, 0.42, -0.18], [0.26, -0.48, 0.36], [0.08, 0.43, -0.16], [-0.08, -0.13, 0.20], [-0.41, -0.11, 0.33], [-0.24, -0.10, 0.22], [-0.29, 0.22, -0.90], [-0.48, -0.24, 0.30], [-1.74, 3.57, -4.68], [-0.40, -0.08, -1.52], [-1.60, -0.31, -1.66], [-2.05, 4.83, -3.70], [1.43, 3.97, -1.87], [-4.20, 12.78, 1.96], [1.17, 1.38, -0.97], [-3.00, -1.69, -1.51], [1.52, -1.71, -1.90], [-4.87, -10.41, 0.77], [-1.99, -15.45, -2.36], [-0.06, -0.01, 0.15], [0.01, 0.18, -0.06], [-0.03, 0.17, -0.33], [-1.62, -1.73, -1.78], [1.46, -10.24, -3.41]]}



3.
{"formula": "C4H7NO", "method": "ωB97M-V/def2-TZVPD", "charge": 0, "spin_multiplicity": 1, "orbital_gap_ev": [8.021, 7.555], "elements": ["C", "N", "C", "C", "O", "C", "H", "H", "H", "H", "H", "H", "H"], "coordinates": [[0.298, 1.620, 0.292], [0.129, 0.604, -0.719], [0.915, -1.590, -0.210], [-0.170, -1.054, 0.468], [-0.462, -0.943, 1.647], [-1.031, -0.118, -0.607], [-0.364, 2.461, 0.043], [0.009, 1.252, 1.293], [1.331, 1.971, 0.297], [0.945, -1.573, -1.290], [1.589, -2.267, 0.314], [-1.859, 0.277, -0.014], [-1.331, -0.640, -1.515]], "forces_ev_per_angstrom": [[0.08, 0.05, 0.08], [-0.02, 0.25, -0.05], [0.09, -0.29, 0.01], [-0.15, 0.10, 0.28], [0.14, -0.11, -0.38], [-0.14, -0.10, -0.05], [0.06, -0.11, 0.03], [0.02, 0.08, -0.12], [-0.15, -0.05, 0.01], [-0.04, 0.04, 0.16], [-0.07, 0.12, -0.05], [0.13, -0.01, -0.06], [0.06, 0.03, 0.15]]}



The relative energy (zero: lowest compared OMol25 entry of this formula, charge and spin) results, record by record, are as follows: 9.4; 1763.8; 102.3 kcal per mole.